No. 1
Molecular formula: C5H9NO
Method: DFT, ωB97M-V with the def2-TZVPD basis set

```
16
Properties=species:S:1:pos:R:3
C -1.46809 -1.02533 0.54660
C -0.64870 0.04287 -0.15423
C -0.76044 0.04988 -1.66771
C 1.70722 0.25775 0.76296
O 2.91473 -0.26796 0.99854
C -0.58480 1.30627 0.47840
N -0.19500 2.24326 1.06247
H -1.12204 -2.01382 0.22952
H -1.37153 -0.95466 1.63422
H -2.54680 -0.97337 0.31601
H -1.79664 0.16580 -2.03139
H -0.38948 -0.90027 -2.06405
H -0.17743 0.86366 -2.10965
H 1.61763 0.98619 -0.02798
H 1.04792 0.18238 1.60947
H 3.58151 0.07513 0.38254
```

Properties
- Gap between HOMO and LUMO (spin up / spin down): 8.412 / 7.494 eV
- E_LUMO (spin up / spin down): 0.378 / -0.227 eV
- Electronic energy: -325.77562 a.u.

No. 2
Molecular formula: C5H9NO
Method: DFT, ωB97M-V with the def2-TZVPD basis set

```
16
Properties=species:S:1:pos:R:3
H 1.70584 2.42654 -0.51733
N 2.22890 1.54593 -0.48716
C 1.45917 0.62328 -0.10357
C 1.97159 -0.78587 0.02789
O 0.16111 0.92237 0.20891
C -0.79180 -0.04349 0.56832
C -1.65525 -0.64921 -0.49886
C -2.19459 0.43391 0.40008
H 1.85212 -1.18084 1.04202
H 1.46835 -1.46670 -0.66587
H 3.03549 -0.75303 -0.21440
H -0.53915 -0.63708 1.44535
H -1.43952 -0.38098 -1.52833
H -2.01675 -1.66376 -0.35355
H -2.29852 1.42413 -0.03389
H -2.93439 0.18444 1.15471
```

Properties
- SMILES string: [H]/N=C(/C)OC1CC1
- Gap between HOMO and LUMO: 10.677 eV
- E_LUMO: 1.010 eV
- Electronic energy: -325.86557 a.u.

No. 3
Molecular formula: C5H9NO
Method: DFT, ωB97M-V with the def2-TZVPD basis set

```
16
Properties=species:S:1:pos:R:3
C -1.46339 -1.12156 -0.29069
C -0.51338 -0.01987 0.01222
C 0.78881 0.17255 0.31518
N 1.87662 -0.71246 0.44477
O 2.91945 -0.13946 0.69862
C 0.69274 1.66457 0.48770
C -0.81261 1.45755 0.14114
H -2.15257 -0.80819 -1.08367
H -2.07597 -1.32108 0.59752
H -0.97488 -2.05086 -0.58616
H 0.88930 2.02964 1.49957
H 1.26419 2.25846 -0.23017
H -1.15236 1.93830 -0.78288
H -1.51415 1.69670 0.94750
H 0.92096 -2.61735 -1.43867
H 1.33074 -2.35083 -0.87553
```

Properties
- SMILES string: CC1=C(N=O)CC1.[H][H]
- Gap between HOMO and LUMO: 8.478 eV
- E_LUMO: -0.444 eV
- Electronic energy: -325.74691 a.u.

No. 4
Molecular formula: C5H9NO
Method: DFT, ωB97M-V with the def2-TZVPD basis set

```
16
Properties=species:S:1:pos:R:3
C -1.88735 -0.16299 -0.68451
C -1.20960 0.51415 0.48942
N -0.64064 -0.28048 1.56532
C 0.25887 0.49479 0.69982
C 1.01073 -0.57813 -0.02420
C 1.79913 -0.31226 -1.25296
O 2.42781 -0.50273 0.00693
H -2.06211 0.56246 -1.48732
H -2.86388 -0.55922 -0.39430
H -1.28795 -0.97911 -1.09484
H -1.72626 1.40101 0.83939
H -0.78192 0.04591 2.50828
H 0.79442 1.36711 1.07036
H 0.40916 -1.41114 0.46673
H 2.01596 -1.04927 -2.03072
H 1.86279 0.71383 -1.64428
```

Properties
- SMILES string: C[C@H]1N[C@H]1[C@H]1CO1
- Gap between HOMO and LUMO: 10.853 eV
- E_LUMO: 1.086 eV
- Electronic energy: -325.79945 a.u.

No. 5
Molecular formula: C5H9NO
Method: DFT, ωB97M-V with the def2-TZVPD basis set

```
16
Properties=species:S:1:pos:R:3
C -1.22069 -0.09359 -1.30944
C -0.95744 0.06599 0.18266
C -0.53660 1.48271 0.61612
O -0.98909 2.59390 0.48698
N 0.61204 1.00415 1.18356
C 0.39954 -0.39515 0.81270
C 1.47698 -0.98881 -0.07856
H -0.60603 0.58979 -1.90467
H -2.26673 0.14302 -1.52565
H -1.02954 -1.11584 -1.65255
H -1.80914 -0.29766 0.76680
H 1.39117 1.47764 1.61902
H 0.25118 -1.03663 1.69132
H 1.54563 -0.46609 -1.03766
H 1.28697 -2.05069 -0.26843
H 2.45176 -0.91273 0.41779
```

Properties
- SMILES string: C[C@@H]1C(=O)N[C@@H]1C
- Gap between HOMO and LUMO: 10.582 eV
- E_LUMO: 0.933 eV
- Electronic energy: -325.91056 a.u.

No. 6
Molecular formula: C5H9NO
Method: DFT, ωB97M-V with the def2-TZVPD basis set

```
16
Properties=species:S:1:pos:R:3
C -0.41603 -1.43327 0.58081
C -1.46058 -0.81581 0.02255
C -1.53542 0.66646 -0.24261
C -2.61560 -1.59822 -0.35832
N -3.55336 -2.20659 -0.66337
H -0.41635 -2.50718 0.74272
H 0.45372 -0.85811 0.89030
H -2.40880 1.10576 0.25163
H -0.62891 1.15466 0.12579
H -1.63833 0.86145 -1.31621
C 2.45934 0.82327 -0.33687
O 1.64655 1.00593 0.80827
H 2.70548 1.77569 -0.82469
H 1.88092 0.21386 -1.03619
H 3.39021 0.29004 -0.10173
H 2.13717 1.52207 1.45794
```

Properties
- SMILES string: C=C(C)C#N.CO
- Gap between HOMO and LUMO: 10.376 eV
- E_LUMO: 0.471 eV
- Electronic energy: -325.86248 a.u.

No. 7
Molecular formula: C5H9NO
Method: DFT, ωB97M-V with the def2-TZVPD basis set

```
16
Properties=species:S:1:pos:R:3
C -1.27974 0.03204 -0.53814
C -0.62967 -0.42694 0.75608
O -0.36308 -1.78666 0.91860
C 0.65952 0.40695 0.57428
C 1.76235 -0.33718 -0.17070
C -0.12513 1.27448 -0.33673
N -0.25169 2.41583 -0.85569
H -1.09957 1.87467 -1.16798
H -2.39511 0.11754 -0.51683
H -1.03568 -0.61025 -1.39925
H -1.21014 -0.00058 1.58920
H -1.18001 -2.26078 0.73149
H 1.04051 0.88498 1.47771
H 2.58734 0.33850 -0.41467
H 1.39065 -0.77244 -1.10397
H 2.12945 -1.15016 0.45659
```

Properties
- Gap between HOMO and LUMO: 10.180 eV
- E_LUMO: 0.680 eV
- Electronic energy: -325.80147 a.u.

No. 8
Molecular formula: C5H9NO
Method: DFT, ωB97M-V with the def2-TZVPD basis set

```
16
Properties=species:S:1:pos:R:3
H 1.95557 -0.68016 3.07666
N 1.82535 -1.20173 2.20936
C 1.22207 -0.51335 1.33066
C 0.89132 -0.58644 -0.02634
O 1.47788 -1.41271 -0.93399
C -0.34634 0.11375 -0.14905
C -0.42716 1.63223 -0.12781
C -1.44188 -0.51027 -0.98751
H 0.08836 0.15302 1.46831
H 1.31609 -1.08013 -1.82630
H -0.34882 2.02152 -1.15093
H -1.38659 1.96480 0.27667
H 0.37121 2.07540 0.46727
H -2.42150 -0.21747 -0.60090
H -1.38200 -1.59908 -1.00011
H -1.39358 -0.15938 -2.02600
```

Properties
- SMILES string: [H]/N=C/C(O)=C(C)C
- Gap between HOMO and LUMO (spin up / spin down): 8.354 / 8.355 eV
- E_LUMO (spin up / spin down): 0.245 / 0.245 eV
- Electronic energy: -325.76531 a.u.